The following is a quantum chemistry calculation of a structure of composition C2H14CdO7 in a non-equilibrium geometry, from the Open Molecules 2025 dataset.

Summary:
- Max |F|: 3.3 eV Å⁻¹
- HOMO-LUMO gap (alpha / beta): 9.2 / 6.0 eV
- LUMO (alpha / beta): -3.5 / -6.1 eV
- Molecular weight: 262.54 g mol⁻¹

```
! wB97M-V def2-TZVPD RIJCOSX def2/J DEFGRID3
* xyz 1 2
Cd 0.2779 0.5849 0.2532
O 0.3122 -1.4590 -0.2917
C -0.6977 -2.1058 0.4753
C -1.0992 -1.3433 1.9000
O -0.9504 0.0492 1.9446
H -0.4951 -3.1765 0.5004
H -1.5645 -2.0966 -0.1856
H -0.4505 -1.8694 2.6003
H -2.0890 -1.7263 2.1484
O -1.2003 1.0754 -1.1703
H -1.5183 1.9316 -1.4569
H -1.4559 0.4772 -1.8724
O -0.9734 -1.2324 -2.8075
H -0.5035 -1.2241 -1.9736
H -1.4608 -2.0562 -2.8001
O 2.2914 0.6739 1.2925
H 2.3524 1.3830 1.9326
H 3.0361 0.1064 1.4913
O 0.1146 2.6222 0.7220
H -0.7126 3.1039 0.7190
H 0.7827 3.2935 0.8607
O 1.7151 1.0578 -1.1687
H 1.6348 0.7272 -2.0634
H 2.6538 1.2032 -1.0500
*
```

Table of natural (NBO) atomic charges, one value per atom, all in e:
1. Cd 1.751
2. O -0.936
3. C -0.086
4. C -0.152
5. O -0.506
6. H 0.195
7. H 0.178
8. H 0.264
9. H 0.195
10. O -1.020
11. H 0.503
12. H 0.532
13. O -0.978
14. H 0.488
15. H 0.486
16. O -0.988
17. H 0.494
18. H 0.515
19. O -0.991
20. H 0.514
21. H 0.511
22. O -0.993
23. H 0.514
24. H 0.511

=====

The following is a quantum chemistry calculation of a cluster of 9 separate species, C19H52N4O23S5 in total in a non-equilibrium geometry, from the Open Molecules 2025 dataset.

Summary:
- Max |F|: 4.3 eV Å⁻¹
- HOMO-LUMO gap (alpha / beta): 3.2 / 6.7 eV
- LUMO (alpha / beta): 1.5 / 1.5 eV
- Molecular weight: 864.97 g mol⁻¹

```
! wB97M-V def2-TZVPD RIJCOSX def2/J DEFGRID3
* xyz -1 2
C 28.3664 -15.2987 0.7296
N 28.7257 -13.9234 0.4408
O 29.8802 -13.7163 0.0509
O 27.7873 -13.0976 0.4259
H 27.4761 -15.4276 1.3451
H 29.1618 -15.7799 1.2988
H 28.2059 -15.8648 -0.1880
C 26.6961 -14.4818 5.1891
N 26.8992 -14.5422 6.6410
O 27.2994 -15.6283 7.1628
O 26.7130 -13.5543 7.3457
H 25.6275 -14.5570 4.9878
H 27.2286 -15.3707 4.8511
H 27.0699 -13.4912 4.9302
C 27.8545 -10.2979 1.7658
N 28.0880 -10.1549 3.2480
O 28.1227 -11.1421 3.9502
O 28.1984 -9.0162 3.6916
H 26.9889 -10.9530 1.6675
H 28.7393 -10.8025 1.3778
H 27.7125 -9.3279 1.2891
C 29.5663 -11.5886 7.5681
N 28.6433 -11.4188 8.7249
O 27.8172 -10.4971 8.6997
O 28.8274 -12.1303 9.6901
H 30.5781 -11.2009 7.6864
H 29.0478 -11.0373 6.7837
H 29.6095 -12.6537 7.3408
O 25.1459 -10.4234 3.0842
S 24.4282 -11.5400 2.5426
O 24.0951 -11.6275 1.1045
O 25.1932 -13.0021 3.0540
C 25.1353 -14.0778 2.1693
C 23.7546 -14.7423 2.2437
C 22.7449 -11.5833 3.4800
H 25.9223 -14.7574 2.4963
H 25.4531 -13.7374 1.1839
H 23.5689 -14.7772 3.3172
H 23.7658 -15.7806 1.9124
H 23.0104 -14.1656 1.6946
H 23.0004 -11.7389 4.5282
H 22.1935 -12.4028 3.0191
H 22.1615 -10.6627 3.4627
O 30.7662 -12.4782 -4.0028
S 30.6623 -10.9934 -3.8284
O 31.4894 -10.1292 -4.6526
O 29.0651 -10.4461 -3.9065
C 28.0972 -11.2620 -3.2128
C 27.5165 -10.2852 -2.2516
C 31.0452 -10.6015 -2.1155
H 28.4806 -12.0892 -2.6154
H 27.3224 -11.7068 -3.8372
H 27.3940 -9.3248 -2.7524
H 28.1810 -10.0155 -1.4307
H 26.5608 -10.7149 -1.9514
H 30.7473 -11.4305 -1.4736
H 30.5752 -9.6476 -1.8763
H 32.1084 -10.3649 -2.0725
O 23.4631 -5.6238 -0.1431
S 24.5200 -6.6157 -0.3155
O 24.9404 -6.9340 -1.6817
O 25.8782 -6.0337 0.4734
C 25.7206 -5.5022 1.7491
C 26.9605 -4.8224 2.1773
C 24.3420 -8.1444 0.7443
H 25.4222 -6.2680 2.4651
H 24.8812 -4.8157 1.8596
H 27.6757 -5.6021 2.4396
H 26.7580 -4.2571 3.0870
H 27.3532 -4.1603 1.4057
H 23.6556 -8.8214 0.2357
H 24.0153 -7.7484 1.7058
H 25.3021 -8.6574 0.8005
O 30.7835 -8.8526 8.5837
S 30.5380 -7.5146 9.1439
O 31.6520 -6.6665 9.6129
O 29.6496 -6.6884 7.9455
C 28.8981 -7.5243 7.1118
C 27.8072 -6.7156 6.4590
C 29.1981 -7.5733 10.3940
H 28.5248 -8.3489 7.7190
H 29.5121 -7.8921 6.2897
H 26.9235 -6.5785 7.0822
H 27.4885 -7.0808 5.4826
H 28.0853 -5.6660 6.3641
H 29.6484 -7.7707 11.3669
H 28.5077 -8.3820 10.1543
H 28.6318 -6.6423 10.3648
O 30.4444 -8.6407 0.7699
S 30.9810 -7.3560 1.1942
O 32.3768 -6.9883 0.8429
O 30.0112 -6.1169 0.6470
C 30.2035 -5.6690 -0.7424
C 29.2319 -6.4150 -1.6620
C 30.7063 -7.1946 3.0008
H 31.2499 -5.7488 -1.0370
H 29.8682 -4.6373 -0.8487
H 29.6113 -7.4040 -1.9190
H 29.1455 -5.7784 -2.5426
H 28.2750 -6.5877 -1.1695
H 31.3161 -6.4253 3.4745
H 30.8875 -8.1591 3.4752
H 29.6837 -6.8702 3.1936
*
```

Here are the Löwdin charges for atoms 1 to 99, given in e:
1. C -0.057
2. N -0.602
3. O -0.149
4. O -0.170
5. H 0.040
6. H 0.070
7. H 0.069
8. C 0.047
9. N -0.408
10. O 0.019
11. O 0.048
12. H 0.097
13. H 0.109
14. H 0.099
15. C 0.036
16. N -0.409
17. O 0.062
18. O 0.014
19. H 0.059
20. H 0.096
21. H 0.087
22. C 0.040
23. N -0.417
24. O 0.018
25. O 0.067
26. H 0.090
27. H 0.087
28. H 0.097
29. O -0.298
30. S 0.715
31. O -0.307
32. O -0.274
33. C -0.323
34. C -0.056
35. C -0.074
36. H 0.096
37. H 0.101
38. H 0.073
39. H 0.079
40. H 0.067
41. H 0.058
42. H 0.043
43. H 0.059
44. O -0.325
45. S 0.694
46. O -0.319
47. O -0.275
48. C -0.281
49. C -0.084
50. C -0.110
51. H 0.114
52. H 0.121
53. H 0.078
54. H 0.066
55. H 0.086
56. H 0.068
57. H 0.038
58. H 0.073
59. O -0.306
60. S 0.696
61. O -0.300
62. O -0.263
63. C -0.356
64. C -0.058
65. C -0.086
66. H 0.111
67. H 0.116
68. H 0.066
69. H 0.085
70. H 0.092
71. H 0.068
72. H 0.060
73. H 0.057
74. O -0.317
75. S 0.733
76. O -0.303
77. O -0.269
78. C -0.317
79. C -0.060
80. C -0.096
81. H 0.087
82. H 0.114
83. H 0.074
84. H 0.064
85. H 0.077
86. H 0.069
87. H 0.052
88. H 0.072
89. O -0.300
90. S 0.692
91. O -0.323
92. O -0.291
93. C -0.232
94. C -0.057
95. C -0.107
96. H 0.110
97. H 0.111
98. H 0.061
99. H 0.083

=====

The following is a quantum chemistry calculation of an isolated molecule of C24H24N2O3 in a non-equilibrium geometry, from the Open Molecules 2025 dataset.

Summary:
- Max |F|: 5.1 eV Å⁻¹
- HOMO-LUMO gap: 6.2 eV
- ΔE to the lowest compared entry with this formula, charge and spin: 677.0 kJ/mol
- LUMO: 0.0 eV
- Molecular weight: 388.47 g mol⁻¹

```
! wB97M-V def2-TZVPD RIJCOSX def2/J DEFGRID3
* xyz 0 1
C 1.4883 -2.5609 2.2900
N 2.4795 -1.4904 2.4232
C 3.8485 -1.6877 2.3100
C 4.4563 -0.4922 2.4704
N 3.4547 0.4460 2.6983
C 3.6675 1.8587 2.9816
C 2.2636 -0.1838 2.7108
C 0.9816 0.4966 2.8468
C 0.0214 -0.3898 3.3978
C -1.3547 -0.1108 3.2148
C -2.2717 -0.7705 2.1851
C -2.9781 0.0712 1.3074
C -3.8967 -0.4473 0.3760
C -4.1801 -1.8557 0.4123
C -3.4534 -2.7359 1.2578
C -2.4607 -2.1706 2.0889
O 0.8254 1.7129 2.5852
H 1.4362 -3.1569 3.2121
H 0.4779 -2.1937 2.0474
H 1.8086 -3.2481 1.4995
H 4.2719 -2.6608 2.1903
H 5.4925 -0.2164 2.4888
H 2.7073 2.3735 3.1668
H 4.2969 1.9395 3.8768
H 4.1952 2.3355 2.1381
H 0.4365 -1.1186 4.1299
H -1.5575 1.0029 3.2025
H -2.8340 1.1663 1.2949
H -4.4922 0.2717 -0.2978
H -4.9565 -2.2654 -0.2387
H -3.6145 -3.8331 1.3200
H -1.7835 -2.8658 2.6180
C -4.0415 -0.4876 6.0099
C -2.9003 0.1315 5.2314
C -1.6801 -0.7490 4.8349
C -0.6453 -0.8471 5.9694
C -0.3963 -2.0606 6.7937
C -0.8271 -3.3584 6.4426
C -0.4245 -4.4801 7.1848
C 0.3728 -4.3246 8.3199
C 0.7598 -3.0183 8.7073
C 0.3909 -1.8923 7.9692
O 0.1506 0.0845 6.0899
O -2.9843 1.2989 4.8466
H -3.9684 -1.5543 6.2809
H -4.1258 0.1573 6.8830
H -4.9383 -0.2933 5.4115
H -1.9548 -1.7617 4.4662
H -1.4243 -3.4975 5.5406
H -0.7461 -5.4724 6.8485
H 0.6126 -5.2015 8.9405
H 1.3840 -2.8797 9.5913
H 0.7534 -0.8876 8.2430
*
```

Table of natural (NBO) atomic charges, one value per atom, all in e:
1. C -0.416
2. N -0.310
3. C -0.070
4. C -0.052
5. N -0.301
6. C -0.430
7. C 0.411
8. C 0.323
9. C -0.405
10. C -0.207
11. C -0.036
12. C -0.191
13. C -0.210
14. C -0.221
15. C -0.223
16. C -0.226
17. O -0.731
18. H 0.209
19. H 0.272
20. H 0.204
21. H 0.231
22. H 0.232
23. H 0.300
24. H 0.201
25. H 0.209
26. H 0.185
27. H 0.278
28. H 0.231
29. H 0.224
30. H 0.212
31. H 0.218
32. H 0.200
33. C -0.730
34. C 0.615
35. C -0.411
36. C 0.545
37. C -0.156
38. C -0.181
39. C -0.223
40. C -0.194
41. C -0.218
42. C -0.152
43. O -0.518
44. O -0.538
45. H 0.219
46. H 0.246
47. H 0.249
48. H 0.225
49. H 0.215
50. H 0.218
51. H 0.221
52. H 0.217
53. H 0.245

=====

The following is a quantum chemistry calculation of a structure of composition C33H30AsGaN9 in a non-equilibrium geometry, from the Open Molecules 2025 dataset.

Summary:
- Max |F|: 1.1 eV Å⁻¹
- HOMO-LUMO gap: 5.0 eV
- ΔE to the lowest compared entry with this formula, charge and spin: 195.3 kJ/mol
- LUMO: -9.9 eV
- Molecular weight: 697.31 g mol⁻¹

```
! wB97M-V def2-TZVPD RIJCOSX def2/J DEFGRID3
* xyz 3 1
Ga 0.9834 -0.1395 -0.4450
C 3.9826 -2.5433 -2.5851
C 3.2482 -2.1558 -1.4739
N 2.7573 -0.9151 -1.3932
C 2.9707 -0.0624 -2.4215
C 3.6100 -0.5170 -3.5662
N 4.1183 -1.7413 -3.6385
C 2.6086 1.3499 -2.1372
C 3.1517 2.4543 -2.7426
C 2.9361 3.7220 -2.1677
C 2.2243 3.7882 -0.9559
C 1.6936 2.6402 -0.4199
N 1.8352 1.4665 -1.0499
C 1.0888 2.4923 0.9210
C 0.6406 3.5195 1.7355
N 0.2787 3.2884 2.9934
C 0.3526 2.0420 3.4448
C 0.6926 0.9837 2.6077
N 1.0583 1.2191 1.3481
C 3.5034 4.9320 -2.7758
C 4.7602 4.9072 -3.3721
C 5.2440 6.0804 -3.9333
N 4.5557 7.2215 -3.9429
C 3.3512 7.2371 -3.3738
C 2.7843 6.1238 -2.7694
H 4.4634 -3.5134 -2.6314
H 3.0616 -2.8282 -0.6467
H 3.7090 0.1092 -4.4466
H 3.7797 2.3572 -3.6177
H 2.1553 4.7275 -0.4241
H 0.5543 4.5387 1.3756
H 0.1181 1.8758 4.4895
H 0.6851 -0.0411 2.9542
H 5.3758 4.0153 -3.3711
H 6.2242 6.1080 -4.3944
H 2.8187 8.1806 -3.4024
H 1.7916 6.1859 -2.3387
N -3.3768 -3.6397 3.9949
C -4.5467 -3.6892 4.7045
C -5.0887 -4.6588 5.5561
C -6.3151 -4.3678 6.0889
C -7.0098 -3.1593 5.7923
C -6.4835 -2.2181 4.9586
C -5.2196 -2.4886 4.3980
N -4.4756 -1.7404 3.5366
C -3.3832 -2.4441 3.3103
C -2.3659 -1.9662 2.4288
C -1.2192 -2.6969 2.0526
C -0.3169 -2.1404 1.1861
N -0.4707 -0.8973 0.6676
C -1.5684 -0.1799 1.0300
C -2.5139 -0.6726 1.8758
H -2.6648 -4.3477 4.0009
H -4.5803 -5.5887 5.7733
H -6.7791 -5.0828 6.7561
H -7.9774 -2.9924 6.2465
H -7.0013 -1.2954 4.7338
H -1.0362 -3.6963 2.4236
H 0.5653 -2.6936 0.8803
H -1.6700 0.8094 0.5980
H -3.3923 -0.0940 2.1309
C -0.2079 -3.6074 -2.1676
As -0.2809 -1.6787 -2.2205
C -2.1708 -1.3085 -2.0834
C 0.1046 -1.2830 -4.0735
H -0.8377 -3.9598 -2.9842
H -0.5903 -3.9815 -1.2205
H 0.8083 -3.9650 -2.3194
H -2.6775 -1.7895 -2.9192
H -2.3500 -0.2354 -2.1264
H -2.5669 -1.7032 -1.1492
H -0.6992 -1.7076 -4.6746
H 1.0469 -1.7395 -4.3757
H 0.1444 -0.2091 -4.2430
*
```

Table of Löwdin atomic charges, one value per atom, all in e:
1. Ga 0.634
2. C -0.039
3. C -0.058
4. N 0.043
5. C -0.188
6. C -0.025
7. N 0.157
8. C -0.158
9. C 0.106
10. C -0.070
11. C 0.107
12. C -0.141
13. N 0.061
14. C -0.163
15. C -0.009
16. N 0.153
17. C -0.035
18. C -0.054
19. N 0.067
20. C -0.188
21. C 0.002
22. C -0.089
23. N 0.109
24. C -0.089
25. C 0.003
26. H 0.140
27. H 0.133
28. H 0.145
29. H 0.139
30. H 0.144
31. H 0.141
32. H 0.138
33. H 0.132
34. H 0.120
35. H 0.126
36. H 0.126
37. H 0.121
38. N 0.185
39. C -0.162
40. C 0.002
41. C -0.031
42. C -0.042
43. C 0.010
44. C -0.200
45. N 0.204
46. C -0.291
47. C -0.081
48. C 0.036
49. C -0.131
50. N -0.123
51. C -0.128
52. C 0.041
53. H 0.164
54. H 0.122
55. H 0.122
56. H 0.119
57. H 0.124
58. H 0.128
59. H 0.120
60. H 0.135
61. H 0.135
62. C -0.227
63. As 1.104
64. C -0.244
65. C -0.246
66. H 0.063
67. H 0.037
68. H 0.036
69. H 0.059
70. H 0.048
71. H 0.036
72. H 0.056
73. H 0.035
74. H 0.043